The following is a DFT calculation (ωB97M-V with the def2-TZVPD basis set) of a 2-piece molecular cluster, CH5PS2 overall.

Structure (XYZ):
```
9
Properties=species:S:1:pos:R:3
C -1.69916 -0.93955 0.17384
P -2.29220 0.81669 0.06069
S -0.65873 1.85678 -0.07994
H -0.64025 -0.98385 0.41348
H -1.87621 -1.42031 -0.78983
H -2.28039 -1.47209 0.92403
S 3.66375 0.89065 0.04774
H 3.15798 -0.28605 -0.29683
H 2.62521 1.53774 -0.45319
```

Output
Energy above the lowest of the compared OMol25 structures with the same formula, charge and spin = 27.94 kcal per mole
E_HOMO = -8.89 eV

Löwdin analysis output, partial charges in e: -0.46 0.37 0.07 0.01 0.02 0.02 0.48 -0.24 -0.27

The following is a DFT calculation (ωB97M-V with the def2-TZVPD basis set) of a 2-piece molecular cluster, CH5PS2 overall in a non-equilibrium geometry.

Structure (XYZ):
```
9
Properties=species:S:1:pos:R:3
C -1.34524 -0.76774 -0.34824
P -1.06372 -0.14250 1.44703
S -0.58236 1.70067 1.25357
H -0.43741 -0.64859 -1.01890
H -2.13985 -0.33925 -0.84663
H -1.58601 -1.88322 -0.16138
S 2.70393 0.81756 0.40990
H 1.73043 1.40766 -0.25734
H 2.72022 -0.14458 -0.47802
```

Output
Energy above the lowest of the compared OMol25 structures with the same formula, charge and spin = 35.55 kcal per mole
E_HOMO = -8.77 eV

Löwdin analysis output, partial charges in e: -0.43 0.36 0.07 0.04 -0.03 0.03 0.46 -0.27 -0.24

The evaluated orbital gap for the records listed, in turn: 7.59 7.49 eV.
The evaluated E_LUMO for the records listed, in turn: -1.30 -1.28 eV.
The evaluated electronic energy for the records listed, in turn: -1178.8023 -1178.7902 a.u..